ORCA calculation (ωB97M-V with the def2-TZVPD basis set) on a molecular structure, C13H35CrN4OSb.

CARTESIAN COORDINATES (ANGSTROEM)
Cr: 0.426 -0.242 -0.018
N: -0.839 -1.963 0.086
C: -0.744 -2.755 -1.196
C: -0.289 -1.836 -2.309
N: 0.923 -1.086 -1.850
C: 2.109 -2.016 -1.726
C: 2.374 -2.423 -0.288
N: 2.269 -1.208 0.577
C: 1.237 0.049 -2.777
C: 2.174 1.019 -2.092
N: 1.587 1.414 -0.761
H: -0.696 -2.588 0.878
H: -1.802 -1.648 0.194
H: -1.700 -3.213 -1.441
H: -0.037 -3.567 -1.043
H: -1.062 -1.106 -2.550
H: -0.073 -2.400 -3.218
H: 2.983 -1.510 -2.135
H: 1.947 -2.899 -2.345
H: 3.354 -2.892 -0.214
H: 1.649 -3.147 0.073
H: 3.097 -0.631 0.440
H: 2.307 -1.480 1.558
H: 0.298 0.546 -3.024
H: 1.669 -0.322 -3.708
H: 2.336 1.892 -2.721
H: 3.152 0.578 -1.911
H: 0.980 2.218 -0.907
H: 2.330 1.780 -0.169
C: -3.731 0.311 -0.196
Sb: -1.882 1.256 -0.618
C: -1.952 2.987 0.600
C: -2.147 2.056 -2.562
H: -4.492 1.089 -0.238
H: -3.722 -0.123 0.803
H: -3.958 -0.451 -0.940
H: -2.777 3.598 0.234
H: -1.029 3.562 0.536
H: -2.144 2.702 1.634
H: -3.099 2.588 -2.553
H: -2.181 1.272 -3.318
H: -1.348 2.761 -2.788
C: 1.007 0.941 4.007
C: -0.380 0.332 4.233
C: -0.731 -0.297 2.893
O: 0.102 0.416 1.891
C: 0.926 1.434 2.584
H: 1.793 0.193 4.126
H: 1.217 1.760 4.693
H: -1.104 1.098 4.505
H: -0.375 -0.419 5.021
H: -1.774 -0.160 2.614
H: -0.471 -1.354 2.853
H: 0.407 2.389 2.507
H: 1.884 1.493 2.073

Its total charge is +3. The HOMO energy (spin up / spin down) comes out at -19.09 / -18.89 eV. As for the expectation value of S²: 3.828. As for the spin multiplicity: 4. The gap between HOMO and LUMO (spin up / spin down) is 8.48 / 9.25 eV.

ORCA calculation (ωB97M-V with the def2-TZVPD basis set) on 2 unconnected molecules or ions with the total composition C18H18F3O.

CARTESIAN COORDINATES (ANGSTROEM)
C: 4.009 0.688 3.975
C: 3.851 0.451 2.496
O: 2.587 0.970 2.040
C: 2.423 0.830 0.708
C: 1.381 1.418 0.078
H: 4.988 0.299 4.255
H: 3.986 1.752 4.221
H: 3.256 0.151 4.555
H: 4.669 0.953 1.959
H: 3.897 -0.629 2.289
H: 3.165 0.206 0.169
H: 1.337 1.253 -0.991
H: 0.640 2.031 0.587
F: -4.792 3.516 -2.344
C: -5.100 2.727 -1.272
F: -5.391 3.562 -0.233
F: -6.265 2.068 -1.588
C: -4.004 1.762 -0.945
C: -3.766 1.411 0.385
C: -2.760 0.511 0.669
C: -1.966 -0.096 -0.360
C: -0.946 -0.983 0.065
C: 0.036 -1.688 -0.674
C: 0.894 -2.556 0.071
C: 1.870 -3.322 -0.540
C: 2.035 -3.264 -1.937
C: 1.238 -2.393 -2.690
C: 0.286 -1.588 -2.074
C: -2.297 0.250 -1.704
C: -3.275 1.191 -1.982
H: -4.364 1.845 1.182
H: -2.557 0.239 1.708
H: -0.933 -1.160 1.142
H: 0.756 -2.589 1.154
H: 2.504 -3.973 0.064
H: 2.782 -3.887 -2.425
H: 1.359 -2.337 -3.774
H: -0.247 -0.867 -2.680
H: -1.809 -0.227 -2.546
H: -3.479 1.474 -3.011

Its total charge is +1. The HOMO energy comes out at -11.50 eV. The gap between HOMO and LUMO is 5.25 eV.

Q: Which value of total charge does entry 2 give?
A: +1